(1)
{
  "formula": "ClFHOPS",
  "method": "wB97M-V/def2-TZVPD",
  "relative_energy_kj_mol": 295.36,
  "lumo_ev": [-2.5457, -2.5429],
  "smiles": "O[P@](F)(=S)Cl",
  "largest_force_ha_per_bohr": 0.066,
  "homo_ha": [-0.3532, -0.3530],
  "symbols": ["O", "F", "P", "S", "Cl", "H"],
  "xyz": [[0.824, -0.493, -0.595], [-1.426, -1.109, -0.165], [-0.325, -0.019, 0.301], [-0.611, 2.450, -0.430], [0.306, -1.141, 1.890], [1.231, 0.313, -1.000]]
}

(2)
{
  "formula": "C20H40ClO20",
  "method": "wB97M-V/def2-TZVPD",
  "relative_energy_kj_mol": 0.00,
  "lumo_ev": 2.0816,
  "charge": -1,
  "largest_force_ha_per_bohr": 0.088,
  "homo_ha": -0.2827,
  "symbols": ["Cl", "O", "O", "O", "O", "C", "C", "O", "C", "O", "O", "H", "H", "H", "H", "C", "C", "O", "C", "O", "O", "H", "H", "H", "H", "C", "C", "O", "C", "O", "O", "H", "H", "H", "H", "C", "C", "O", "C", "O", "O", "H", "H", "H", "H", "C", "C", "O", "H", "H", "H", "H", "H", "H", "C", "C", "O", "H", "H", "H", "H", "H", "H", "C", "C", "O", "H", "H", "H", "H", "H", "H", "C", "C", "O", "H", "H", "H", "H", "H", "H"],
  "xyz": [[0.622, 0.501, -0.529], [1.206, 0.340, 0.772], [0.052, 1.770, -0.686], [1.661, 0.433, -1.518], [-0.319, -0.535, -0.748], [-1.584, -3.467, 0.727], [-2.371, -4.244, -0.268], [-1.663, -5.490, -0.457], [-0.399, -5.259, -0.029], [0.526, -5.985, -0.185], [-0.378, -4.156, 0.730], [-2.071, -3.413, 1.701], [-1.544, -2.418, 0.436], [-2.460, -3.655, -1.181], [-3.392, -4.451, 0.052], [2.631, -3.320, 1.101], [2.536, -2.739, -0.270], [3.023, -3.728, -1.121], [3.685, -4.602, -0.323], [4.248, -5.607, -0.673], [3.621, -4.259, 0.892], [1.777, -3.766, 1.612], [3.066, -2.489, 1.657], [3.195, -1.874, -0.351], [1.478, -2.529, -0.427], [2.943, 1.386, 3.625], [2.124, 2.005, 4.697], [2.783, 3.231, 4.978], [4.031, 3.194, 4.507], [4.899, 3.977, 4.783], [4.156, 2.122, 3.646], [2.478, 1.663, 2.679], [3.182, 0.329, 3.744], [1.989, 1.382, 5.581], [1.094, 2.296, 4.491], [-3.881, -1.261, -1.231], [-4.850, -0.547, -2.131], [-6.081, -0.985, -1.679], [-5.886, -2.152, -1.004], [-6.743, -2.917, -0.510], [-4.582, -2.422, -0.905], [-3.691, -0.744, -0.290], [-2.875, -1.462, -1.598], [-4.586, -0.926, -3.119], [-4.655, 0.524, -2.072], [-2.621, 2.386, 2.178], [-2.601, 1.062, 3.009], [-2.245, 0.033, 2.103], [-3.482, 2.299, 1.514], [-1.750, 2.575, 1.550], [-2.840, 3.242, 2.815], [-3.594, 0.915, 3.434], [-1.868, 1.147, 3.811], [-1.404, 0.318, 1.738], [1.663, 3.701, -3.602], [0.250, 4.249, -3.793], [0.224, 5.574, -4.235], [1.687, 2.784, -3.014], [2.230, 4.411, -3.000], [2.190, 3.556, -4.546], [-0.371, 4.119, -2.907], [-0.298, 3.573, -4.451], [0.387, 6.133, -3.471], [-0.494, -3.936, -3.949], [0.372, -3.012, -3.104], [0.490, -1.817, -3.811], [-1.486, -3.489, -4.020], [-0.584, -4.883, -3.418], [-0.150, -4.063, -4.975], [1.392, -3.393, -3.060], [-0.035, -2.820, -2.111], [0.849, -1.175, -3.194], [1.665, 5.487, 2.166], [1.786, 4.194, 1.328], [1.287, 4.480, 0.059], [2.453, 5.612, 2.908], [0.693, 5.613, 2.642], [1.807, 6.447, 1.671], [1.303, 3.367, 1.849], [2.827, 3.959, 1.106], [1.274, 3.602, -0.330]]
}